# C28H34N5OPtS3Si

C28H34N5OPtS3Si as an isolated structure at a distorted geometry (wB97M-V/def2-TZVPD, OMol25).

Structure (XYZ):
```
73
Properties=species:S:1:pos:R:3:forces:R:3
Pt -0.4308 1.9106 -1.3479 -0.4608 0.1228 -1.0521
C -2.9447 6.5032 -1.1721 -0.0266 0.0018 0.0123
S -1.2576 6.4723 -0.5449 0.0469 -0.0106 -0.0896
C -0.7485 4.8425 -0.8841 -0.0921 0.1984 0.0945
S -1.8287 3.6967 -1.5820 -0.0602 -0.0500 0.2795
N 0.4832 4.5962 -0.5674 -0.0004 -0.0872 -0.0246
N 0.8526 3.3150 -0.8937 0.7569 0.3799 0.3055
C 2.0965 3.0279 -0.7377 -0.0573 -0.0471 -0.0954
C 2.5711 1.7273 -1.1753 -0.0598 0.0226 -0.0605
C 3.8939 1.3383 -1.0290 -0.0810 -0.0211 -0.0269
C 4.2838 0.1143 -1.5488 0.0134 -0.0185 -0.0079
C 3.3496 -0.6659 -2.2085 0.0802 0.0461 -0.0454
C 2.0443 -0.2081 -2.3013 0.0043 0.1054 -0.1193
N 1.6533 0.9514 -1.7900 -0.2908 0.0004 0.3696
H -3.2568 7.5419 -1.0792 -0.0129 -0.0065 0.0138
H -3.6037 5.8743 -0.5782 0.0108 -0.0129 -0.0046
H -2.9835 6.2180 -2.2208 0.0136 0.0096 -0.0005
H 2.7565 3.7844 -0.3336 0.0185 0.0118 -0.0325
H 4.5954 1.9864 -0.5227 -0.0041 0.0077 0.0070
H 5.3074 -0.2210 -1.4493 -0.0005 0.0000 -0.0023
H 3.6174 -1.6197 -2.6406 -0.0093 0.0112 0.0040
H 1.2839 -0.7917 -2.8019 0.0397 0.0417 0.0222
C -1.6759 0.4712 4.4727 -0.0204 0.0194 0.0006
C -0.1813 0.6379 4.2530 -0.0241 -0.0103 -0.0600
N 0.3552 -0.3835 3.3489 -0.0153 0.0585 0.0090
C 0.7732 -1.6320 4.0024 0.0076 0.0110 -0.0186
C 2.2283 -1.5832 4.4386 0.0322 -0.0229 0.0121
C 0.4922 -0.1806 2.0389 -0.0902 -0.0108 0.1823
S -0.0383 1.2611 1.3194 0.1108 -0.1017 0.2061
N 1.1503 -1.2262 1.4126 -0.0658 -0.0394 -0.0534
C 0.9016 -1.6747 0.2463 0.1129 0.1965 0.0921
O 0.0014 -1.1611 -0.5902 -0.0198 -0.4325 -0.1350
C 1.6842 -2.8218 -0.2732 0.0012 -0.0357 0.0200
C 1.4925 -3.2888 -1.5714 -0.0576 -0.1142 0.0645
C 2.2279 -4.3653 -2.0419 -0.0136 0.0066 -0.0033
C 3.1561 -4.9834 -1.2162 0.0271 -0.0154 -0.0065
C 3.3473 -4.5264 0.0818 0.0056 0.0133 -0.0063
C 2.6145 -3.4516 0.5538 0.0088 0.0390 -0.0424
H -2.0277 1.1793 5.2226 0.0053 0.0097 -0.0069
H -1.9207 -0.5340 4.8193 0.0080 -0.0016 0.0033
H -2.2159 0.6624 3.5449 0.0028 0.0010 0.0106
H 0.3691 0.5454 5.1905 -0.0305 -0.0340 0.0169
H 0.0347 1.6166 3.8335 0.0258 0.0028 0.0106
H 0.5954 -2.4689 3.3330 0.0062 0.0143 -0.0251
H 0.1141 -1.7600 4.8619 0.0211 -0.0197 0.0072
H 2.8729 -1.3824 3.5831 -0.0073 -0.0175 -0.0015
H 2.5195 -2.5372 4.8786 -0.0017 0.0057 0.0136
H 2.3944 -0.8066 5.1857 -0.0054 0.0175 -0.0151
H 0.7644 -2.8134 -2.2129 -0.0230 -0.0420 0.0202
H 2.0749 -4.7247 -3.0509 -0.0084 -0.0040 -0.0003
H 3.7270 -5.8269 -1.5815 0.0003 0.0022 -0.0019
H 4.0657 -5.0137 0.7272 0.0009 0.0001 -0.0004
H 2.7527 -3.0860 1.5618 -0.0092 0.0010 0.0060
C -2.4261 -1.4981 0.9350 -0.0271 -0.0761 -0.0727
Si -1.6608 -1.2432 -0.7363 -0.1276 0.1451 0.1922
C -2.0678 -2.6321 -1.8979 -0.0652 0.0443 -0.0087
C -2.2235 0.3745 -1.5246 0.1044 -0.0755 0.1590
C -3.4039 0.9486 -0.9551 -0.0369 -0.0748 -0.0466
C -4.2741 1.6806 -1.7130 0.0037 0.0118 -0.0079
C -3.9962 1.9320 -3.0707 -0.0052 0.0090 -0.0323
C -2.8363 1.4764 -3.6389 -0.0255 -0.0046 0.0318
C -1.9508 0.6942 -2.8710 0.3207 -0.2137 -0.0159
H -3.5147 -1.5470 0.8602 0.0051 -0.0293 -0.0120
H -2.1628 -0.7009 1.6293 -0.0140 0.0094 -0.0103
H -2.0932 -2.4524 1.3528 0.0244 0.0147 0.0128
H -3.1485 -2.6539 -2.0624 0.0054 -0.0253 -0.0103
H -1.7717 -3.5994 -1.4876 0.0139 0.0006 0.0048
H -1.5940 -2.5142 -2.8747 0.0066 0.0117 0.0006
H -3.6311 0.7577 0.0861 0.0077 0.0261 0.0052
H -5.1777 2.0781 -1.2704 -0.0036 -0.0089 0.0036
H -4.7012 2.4992 -3.6643 0.0025 0.0039 0.0044
H -2.6104 1.6789 -4.6767 0.0163 0.0140 0.0048
H -1.1396 0.1854 -3.3828 -0.0186 0.0151 -0.0478
```
Forces are in eV/Å.

Results
LUMO energy in eV: -3.40
Total charge: +1
Multiplicity: 1
E_tot in eV: -82712.94488

Mulliken population analysis, charges in e, atoms 1 to 2: 0.993 -0.857

***

# C28H34N7PbS2SbSe4Si

C28H34N7PbS2SbSe4Si as an isolated structure (wB97M-V/def2-TZVPD, OMol25).

Structure (XYZ):
```
78
Properties=species:S:1:pos:R:3:forces:R:3
Pb 0.5638 -0.9546 -0.8359 -0.1897 -0.4428 -0.0170
C -0.7483 2.5107 1.0615 -0.0252 -0.3044 -0.0530
N -0.4070 1.4057 1.9371 0.1888 0.4270 -0.0081
C 0.7018 1.6715 2.8428 -0.0412 -0.2638 -0.1363
C 2.1039 1.4224 2.3568 0.1472 0.0411 0.0903
N 2.5122 0.3740 1.7214 -0.1675 -0.1766 -0.1197
C 3.8846 0.5384 1.5569 0.0864 0.0930 0.1795
C 4.8058 -0.2645 0.8874 0.0672 -0.1817 0.1036
C 6.1299 0.1286 0.9042 0.0259 -0.0062 0.0372
C 6.5380 1.2929 1.5726 -0.0556 0.0589 -0.0037
C 5.6309 2.1209 2.2102 0.0175 0.0785 -0.0380
C 4.2972 1.7265 2.1720 -0.0406 -0.2286 -0.0023
N 3.1334 2.2770 2.6849 -0.0467 0.1092 -0.0281
C -0.3152 2.4864 -0.3821 -0.2669 -0.1890 -0.0469
N -0.1571 1.4598 -1.1711 0.1129 0.4162 -0.2357
C 0.0869 1.9988 -2.4555 -0.1206 0.1149 0.0788
C 0.4030 1.3825 -3.6680 -0.0319 -0.0532 0.1337
C 0.6308 2.1929 -4.7627 0.0007 -0.0669 0.0026
C 0.5404 3.5881 -4.6754 0.0291 -0.0266 -0.0226
C 0.2271 4.2140 -3.4851 0.0264 0.1440 0.0538
C 0.0180 3.3914 -2.3855 -0.0780 -0.2506 -0.0794
N -0.2667 3.6699 -1.0585 0.1325 0.1470 0.0297
H -0.3494 3.4219 1.5130 -0.0618 0.1132 -0.0610
H -1.8396 2.6283 1.0344 -0.0233 -0.0469 0.0164
H -0.3358 0.5159 1.4500 -0.0124 -0.0065 0.1035
H 0.5553 1.0664 3.7432 0.0237 0.0058 0.0270
H 0.6422 2.7191 3.1477 -0.0981 -0.0156 0.1478
H 4.4745 -1.1365 0.3376 0.1308 0.0437 0.0702
H 6.8628 -0.4528 0.3596 -0.0568 -0.0284 -0.0094
H 7.5880 1.5610 1.5726 -0.0235 0.0243 -0.0484
H 5.9440 3.0415 2.6889 0.0072 -0.0169 0.0213
H 3.0366 3.1816 3.1052 -0.0045 0.0436 0.0164
H 0.5272 0.3116 -3.7549 0.0399 -0.0409 -0.0454
H 0.9344 1.7209 -5.6889 0.0324 -0.0012 0.0370
H 0.7591 4.1877 -5.5508 -0.0226 -0.0101 0.0149
H 0.1819 5.2947 -3.4051 0.0100 -0.0317 -0.0006
H -0.2471 4.5779 -0.6353 0.0004 0.0509 0.0730
C 0.3414 -3.0219 2.7356 0.0340 0.1168 0.0354
C -1.1050 -2.6673 2.6584 -0.3657 -0.1619 0.1685
N -1.6289 -1.7888 1.8732 -0.1714 0.1294 -0.0903
C -3.0034 -1.7256 1.9943 0.1698 -0.0301 0.0906
C -3.5268 -2.5711 2.9213 -0.0511 -0.1147 0.1580
S -2.2867 -3.4965 3.6526 0.1489 0.1479 -0.1326
C -3.8029 -0.8294 1.1422 0.1467 0.1774 -0.1453
C -5.1610 -0.8271 1.0855 -0.2532 -0.0117 0.0017
S -5.7072 0.2996 -0.0787 0.2717 0.0108 -0.0587
C -4.0455 0.7122 -0.4357 -0.3886 -0.1571 0.1652
N -3.1931 0.0606 0.2820 0.1752 -0.0303 0.0286
C -3.7252 1.7177 -1.4936 0.1456 -0.0242 0.1203
H 0.9246 -2.2458 2.2426 0.0437 0.0124 -0.0565
H 0.5254 -3.9743 2.2349 0.0198 0.0485 -0.0279
H 0.6672 -3.1139 3.7738 -0.0160 -0.0014 -0.0456
H -4.5562 -2.6945 3.2214 0.0530 0.0291 -0.0826
H -5.8600 -1.4431 1.6302 0.0878 0.0213 -0.0225
H -4.5578 1.8312 -2.1864 0.0176 0.0073 -0.0060
H -2.8423 1.3890 -2.0382 0.0723 -0.0235 -0.0443
H -3.5044 2.6927 -1.0523 0.0005 -0.0221 0.0073
Se 2.4723 -1.3463 -5.4830 0.0680 0.1162 0.2059
Sb 4.1177 -0.5678 -3.8312 0.0710 0.0459 -0.2152
Se 2.8598 0.0809 -1.6149 0.1302 0.0003 -0.7005
Se 5.1568 1.5434 -4.5454 -0.1081 -0.1516 0.1942
Se 5.6589 -2.3223 -3.0647 -0.1153 0.1555 0.0586
C -0.8533 -2.7774 -5.2013 0.0769 0.0184 -0.0048
Si -1.5377 -2.9295 -3.4711 -0.1719 -0.0527 -0.0432
C -0.9899 -4.5635 -2.7028 0.0986 -0.0099 0.0458
C -3.4335 -3.0511 -3.6598 -0.0592 -0.0420 0.0777
C -1.2147 -1.4940 -2.3546 0.1217 0.2245 -0.0569
H -1.0463 -3.6852 -5.7847 -0.0458 0.0428 0.0478
H 0.2281 -2.5973 -5.1912 -0.1245 -0.0345 0.0269
H -1.3132 -1.9307 -5.7239 0.0217 -0.0581 0.0335
H -1.3127 -5.4149 -3.3114 0.0181 0.0447 0.0264
H -1.4106 -4.6864 -1.6983 0.0166 0.0183 -0.0471
H 0.1012 -4.6042 -2.6196 -0.0672 0.0045 -0.0117
H -3.7617 -3.8736 -4.3072 0.0671 0.0476 0.0379
H -3.8145 -2.1150 -4.0844 0.0168 -0.0636 0.0122
H -3.9069 -3.1805 -2.6781 0.0180 -0.0001 -0.0779
H -1.9500 -1.5785 -1.5398 -0.0135 0.0122 0.0076
H -1.5000 -0.5902 -2.9114 0.1283 0.0352 0.0385
```
Forces are in eV/Å.

Results
LUMO energy in eV: 3.05
Total charge: -2
Multiplicity: 1
E_tot in eV: -342742.19083

Mulliken population analysis, charges in e, atoms 1 to 2: 0.800 -1.343

***

# C28H35AlBBr2Cl3FN5O12

C28H35AlBBr2Cl3FN5O12 as an isolated structure at a distorted geometry (wB97M-V/def2-TZVPD, OMol25).

Structure (XYZ):
```
88
Properties=species:S:1:pos:R:3:forces:R:3
C 2.0842 -1.8044 2.9083 -3.2216 3.1528 -9.1925
C 1.6359 -1.1798 1.7050 3.1325 -4.6911 7.5005
C 1.1802 -0.5525 0.2230 -0.0079 -2.5078 2.2445
N 1.7962 0.8101 0.0793 3.0517 3.7801 -1.3050
C 3.3003 0.8401 -0.2676 0.0849 4.1504 -0.1321
Br 4.4250 -0.8516 -0.4621 -2.0324 2.1721 0.5210
C 4.1642 2.2317 -0.5045 -4.1387 0.1847 0.9824
C 3.4103 3.6965 -0.3461 -2.8611 -4.6595 0.8166
C 1.8192 3.6329 0.0416 3.2507 -3.1032 -0.5850
C 1.0766 2.1500 0.2552 3.3377 0.9031 -1.0214
B -0.5088 2.2331 0.6869 -2.8367 0.7038 2.6701
O -0.8708 3.2294 1.7565 0.3491 -1.1929 -4.1407
N -1.6509 1.4250 0.1010 1.6230 2.5756 0.5723
C -2.9771 1.6959 0.7755 -1.7266 -0.5301 -0.5571
C -1.7339 1.5288 -1.4079 -0.6838 -0.5733 -0.2405
H 2.4047 -2.6867 3.6458 -0.9158 2.6987 -1.9534
H 1.5524 -1.3507 -0.5847 -0.5663 2.2315 1.6736
H 0.0192 -0.6217 0.1980 2.0872 1.0095 0.0994
H 5.3125 2.2095 -0.7871 -2.9409 -0.3926 0.7164
H 4.0312 4.6774 -0.4929 -1.4963 -2.0669 0.3170
H 1.2161 4.6355 0.1939 1.0983 -2.5425 -0.2140
H -0.2595 3.0639 2.5583 -0.4513 0.9630 -0.7656
H -3.7141 0.8260 0.4216 1.5160 1.8068 0.7786
H -3.4459 2.7004 0.3507 0.9460 -1.9611 1.2822
H -2.9476 1.6549 1.9507 0.2861 0.2924 -2.5659
H -1.3387 0.5181 -1.8714 -0.6456 2.2026 0.5631
H -2.8795 1.6295 -1.6757 2.4464 -0.1391 0.3182
H -1.1620 2.4835 -1.7712 -1.0990 -1.9936 0.2457
C 2.2629 -5.4587 -2.0139 -0.7436 0.5110 0.3078
C 2.1685 -4.1524 -2.7930 0.3852 -0.3068 0.0382
O 1.9272 -3.0793 -1.8817 0.2355 0.3568 0.2856
O 1.0589 -5.6729 -1.2796 2.5574 3.6046 -1.5068
H 2.4190 -6.3080 -2.6850 -0.0776 0.0228 0.0523
H 3.0831 -5.4196 -1.2905 0.4119 0.0806 -0.1807
H 1.3263 -4.1802 -3.4904 0.0815 0.0235 0.1822
H 3.0873 -3.9494 -3.3499 0.0066 -0.0883 -0.1349
H 2.7376 -2.9532 -1.3585 -0.3350 -0.1564 -0.2362
H 0.7881 -4.7940 -0.9484 0.2196 -0.4182 -0.1329
F -0.0141 -7.1704 -0.7354 -2.7183 -5.8170 1.4962
Cl 0.2859 1.6757 3.1800 1.5795 -2.3878 1.5775
C -4.5755 4.5383 3.3934 -0.0015 -0.0205 0.2318
C -5.3037 4.2482 2.1469 -0.5251 -0.2056 -0.8893
N -5.8791 4.0191 1.1621 0.8311 0.3054 1.4894
H -3.5718 4.1000 3.3869 -0.1617 0.0554 -0.2824
H -4.4570 5.6154 3.5514 -0.0934 -0.2464 -0.2693
H -5.0974 4.1383 4.2692 -0.0785 -0.0225 -0.3511
C 10.3136 0.3707 -2.3615 0.1732 0.1503 -0.0046
C 9.8661 -0.7625 -2.9059 0.8201 0.0535 -0.3193
C 8.4346 -1.1592 -2.7998 -0.8479 -0.7630 -0.3507
O 8.0491 -2.1970 -3.3265 0.6821 0.7737 0.3260
C 7.5284 -0.2755 -2.0499 0.1734 -0.2171 -0.2015
C 7.9768 0.8559 -1.5027 -1.2936 0.4462 0.5994
C 9.4020 1.2659 -1.6325 0.6675 0.8983 0.3806
O 9.7806 2.3207 -1.1343 -0.5710 -0.9012 -0.3537
O 7.1311 1.6897 -0.7943 1.9710 -0.4737 -0.7415
O 10.7175 -1.6103 -3.5903 -1.6000 0.1195 1.9883
H 11.3510 0.6723 -2.4329 -0.0482 0.0279 -0.0096
H 6.4944 -0.5845 -1.9652 0.2051 0.0525 -0.1169
H 7.6914 2.4409 -0.5005 -0.1422 -0.2428 -0.0447
H 10.1560 -2.3584 -3.8892 -0.0840 -0.1818 0.4079
Al -0.0791 -8.9522 -0.5961 0.0249 2.1637 -0.1257
Cl 1.5655 -8.4634 -5.3989 0.0324 -0.0051 0.0380
C 0.7385 -10.0012 -5.7517 -0.1550 -0.2514 -0.0774
C 0.1159 -10.6168 -4.5089 -0.1989 0.0328 -0.2284
Cl 1.3451 -11.1944 -3.3559 0.0269 0.0349 -0.0094
H 1.4629 -10.6773 -6.2170 -0.1164 0.1601 0.2137
H -0.0408 -9.7795 -6.4865 0.0609 -0.0288 0.1885
H -0.4889 -11.4851 -4.7874 0.1521 0.1407 -0.0199
H -0.5312 -9.9051 -3.9871 0.2099 -0.0700 -0.1047
Br 11.3209 -1.6741 -5.7095 0.5274 0.2813 -1.7112
C -11.5781 3.7334 3.2603 0.1383 0.0121 0.0684
C -11.4519 2.7118 4.2029 0.3264 0.2549 -0.0368
C -10.2816 2.5943 4.9552 0.0240 0.0620 -0.0246
C -9.2409 3.5123 4.7577 -0.8673 0.0988 -0.5566
C -9.3619 4.5343 3.8066 0.0047 -0.0361 0.0569
C -10.5360 4.6399 3.0583 0.0187 -0.3078 0.2935
N -8.0183 3.4096 5.5633 1.0841 -0.1830 0.7774
O -7.9418 2.4804 6.3809 -0.0753 1.3928 -1.2151
O -7.1347 4.2597 5.3829 -1.2891 -1.2302 0.3096
H -12.4948 3.8244 2.6801 0.1960 -0.0249 0.1123
H -12.2679 2.0082 4.3536 0.2149 0.1236 0.0037
H -10.1988 1.7927 5.6859 0.1833 0.2878 -0.1326
H -8.5601 5.2506 3.6396 -0.0826 -0.2993 0.1773
H -10.6407 5.4316 2.3197 0.0947 -0.1653 0.1721
N -2.1947 6.9689 2.6734 0.0528 0.0135 -0.0688
O -2.9730 6.9427 1.7056 0.3271 -0.0200 0.3877
O -2.6407 6.9045 3.8310 0.2588 0.1110 -0.4003
O -0.9706 7.0594 2.4837 -0.4383 -0.0544 0.0474
```
Forces are in eV/Å.

Results
LUMO energy in eV: -6.35
Multiplicity: 1
E_tot in eV: -249239.20439

Mulliken population analysis, charges in e, atoms 1 to 2: -0.671 0.142